Below is an isolated molecule of C4H7N3O4S in a non-equilibrium geometry, with properties calculated with ωB97M-V/def2-TZVPD.

Geometry as XYZ:
```
19
C4H7N3O4S (ωB97M-V/def2-TZVPD)
C -1.612 -1.426 0.356
C -0.212 0.582 -0.394
C -1.601 0.068 0.021
C 1.569 1.202 0.850
N -0.981 -1.746 1.508
N 0.351 1.378 0.693
N -0.304 1.455 -1.511
O 0.676 -0.526 -0.628
O -2.197 -2.234 -0.323
O 2.620 0.766 -1.513
O 2.989 -1.050 0.111
S 2.178 0.008 -0.384
H -2.293 0.226 -0.807
H -1.935 0.651 0.879
H 2.174 1.720 1.567
H -0.864 -2.725 1.719
H -0.372 -1.094 1.971
H 0.622 1.721 -1.835
H -0.807 1.024 -2.279
```

- 2S+1 = 3
- gap between HOMO and LUMO (spin up / spin down) (eV) = 7.677 / 5.977
- HOMO (spin up / spin down) (eV) = -7.036 / -10.252
- E (eV) = -27752.121
- total charge = 0
- relative energy (zero: lowest compared OMol25 entry of this formula, charge and spin) (kcal/mol) = 0.0
- F_max (eV Å⁻¹) = 6.601